Entry 1:
DFT (ωB97M-V/def2-TZVPD) results for one molecule with the formula C4H8OS2 at a distorted geometry.

Atoms and positions in Å:
C (0.801, -0.339, -1.374)
C (2.145, -0.830, -1.624)
O (3.018, -0.415, -0.904)
C (0.206, -1.238, -0.322)
S (0.112, -0.457, 1.391)
S (-0.381, 1.438, 1.190)
C (-2.046, 1.663, 1.885)
H (0.829, 0.738, -1.053)
H (0.235, -0.206, -2.281)
H (2.262, -1.672, -2.284)
H (0.852, -2.072, -0.134)
H (-0.669, -1.833, -0.597)
H (-2.780, 0.822, 1.718)
H (-2.492, 2.648, 1.473)
H (-2.093, 1.753, 2.916)

Calculated values
LUMO energy	0.76	eV
net charge	0
structure (SMILES)	CSSCCC=O
ΔE to the lowest compared entry with this formula, charge and spin	128.1	kJ/mol



Entry 2:
DFT (ωB97M-V/def2-TZVPD) results for a 2-piece molecular cluster, C3H7OS overall at a distorted geometry.

Atoms and positions in Å:
C (-1.891, -0.638, -0.879)
S (-2.250, 0.352, 0.688)
H (-2.215, -1.732, -0.779)
H (-0.972, -0.704, -1.438)
H (-2.625, -0.253, -1.631)
O (2.730, 1.006, -0.703)
C (1.709, 0.524, -0.253)
C (1.261, 0.275, 1.232)
H (0.892, 0.413, -0.890)
H (2.149, 0.533, 1.964)
H (0.427, 0.949, 1.623)
H (0.785, -0.725, 1.065)

Calculated values
LUMO energy (alpha / beta)	0.73 / -2.33	eV
<S²>	0.7529
net charge	0
ΔE to the lowest compared entry with this formula, charge and spin	110.6	kJ/mol
2S+1	2



Entry 3:
DFT (ωB97M-V/def2-TZVPD) results for a 2-piece molecular cluster, C4H4N2S2 overall at a distorted geometry.

Atoms and positions in Å:
C (0.975, 1.002, 0.763)
C (2.134, -1.169, -0.017)
C (-0.784, -0.713, 0.315)
C (0.428, 0.066, -0.181)
N (1.253, 1.858, 1.500)
N (3.175, -1.619, -0.220)
S (-2.372, 0.364, -0.001)
S (0.531, 0.490, -1.976)
H (-1.191, -1.449, -0.363)
H (-0.786, -0.977, 1.332)
H (-2.591, 1.340, 1.014)
H (-0.773, 0.806, -2.167)

Calculated values
LUMO energy	-1.72	eV
net charge	0
ΔE to the lowest compared entry with this formula, charge and spin	416.6	kJ/mol



Entry 4:
DFT (ωB97M-V/def2-TZVPD) results for an isolated ion of composition C4H11N2 and charge +1 at a distorted geometry.

Atoms and positions in Å:
C (1.605, 0.356, -0.015)
C (0.559, 1.373, 0.230)
C (0.383, -0.653, -0.522)
C (-1.835, 0.395, 0.272)
N (0.392, -2.075, -0.325)
N (-0.418, 0.302, 0.443)
H (2.300, 0.702, -0.793)
H (2.073, -0.018, 0.897)
H (0.602, 2.108, 1.081)
H (0.458, 1.852, -0.885)
H (0.074, -0.312, -1.593)
H (-2.397, -0.565, 0.311)
H (-2.440, 1.187, 0.924)
H (-1.945, 0.665, -0.772)
H (1.014, -2.540, 0.426)
H (-0.214, -2.654, -0.970)
H (-0.211, -0.124, 1.291)

Calculated values
LUMO energy	-2.80	eV
net charge	+1
structure (SMILES)	C[N@@H+]1CC[C@H]1N
ΔE to the lowest compared entry with this formula, charge and spin	269.6	kJ/mol



Entry 5:
DFT (ωB97M-V/def2-TZVPD) results for one molecule with the formula C3H4S4 at a distorted geometry.

Atoms and positions in Å:
C (-0.890, 0.862, -0.268)
C (0.166, 1.442, -0.774)
C (0.948, -0.961, 0.496)
S (-1.831, -0.246, -1.235)
S (-1.245, 0.907, 1.509)
S (0.648, -0.204, 2.012)
S (-0.123, -1.964, -0.421)
H (0.260, 1.532, -1.855)
H (1.101, 1.689, -0.297)
H (1.939, -0.724, 0.111)
H (-0.974, -2.334, 0.721)

Calculated values
LUMO energy (alpha / beta)	-1.39 / -1.39	eV
net charge	0
ΔE to the lowest compared entry with this formula, charge and spin	271.3	kJ/mol



Entry 6:
DFT (ωB97M-V/def2-TZVPD) results for one molecule with the formula C3H6N6 at a distorted geometry.

Atoms and positions in Å:
C (-2.365, 0.073, 0.581)
C (0.532, -0.567, -0.278)
C (2.908, 0.310, 0.073)
H (-3.113, 0.867, 0.471)
H (-1.718, 0.328, 1.462)
H (-2.914, -0.849, 0.770)
H (-2.137, -0.475, -1.328)
H (3.914, 0.644, 0.210)
H (0.007, 1.405, -0.649)
N (-1.566, -0.030, -0.596)
N (-0.609, -1.127, -0.401)
N (1.592, -1.505, 0.012)
N (2.746, -1.074, 0.110)
N (1.994, 1.219, -0.114)
N (0.729, 0.780, -0.323)

Calculated values
LUMO energy	-0.71	eV
net charge	0
structure (SMILES)	CN/N=c1/nncn[nH]1
ΔE to the lowest compared entry with this formula, charge and spin	556.1	kJ/mol



Entry 7:
DFT (ωB97M-V/def2-TZVPD) results for C30H39F3GeN6O8PbSe2 as an isolated structure at a distorted geometry.

Atoms and positions in Å:
Pb (-0.100, 0.758, -0.979)
C (4.129, 0.103, 2.921)
C (3.361, -0.871, 2.045)
C (3.572, -2.361, 2.409)
C (3.694, -0.643, 0.596)
O (1.923, -0.452, 2.171)
Ge (0.701, -1.131, 3.307)
O (-0.510, -3.476, -0.957)
C (-0.952, -4.678, -0.173)
C (-0.744, -5.936, -1.033)
C (-0.260, -4.767, 1.194)
C (-2.446, -4.401, -0.106)
O (-0.601, -0.076, 2.751)
C (-1.821, 0.507, 3.415)
C (-2.113, 1.735, 2.547)
C (-2.912, -0.613, 3.384)
C (-1.496, 0.971, 4.860)
H (5.159, -0.189, 3.017)
H (4.063, 1.136, 2.444)
H (3.697, 0.101, 3.957)
H (4.626, -2.706, 2.194)
H (3.466, -2.541, 3.463)
H (2.812, -2.971, 1.889)
H (4.783, -0.816, 0.443)
H (3.194, -1.239, -0.172)
H (3.641, 0.453, 0.429)
H (0.309, -6.060, -1.150)
H (-1.115, -6.871, -0.617)
H (-1.181, -5.833, -2.047)
H (0.741, -5.241, 1.068)
H (-0.260, -3.773, 1.626)
H (-0.860, -5.417, 1.861)
H (-2.847, -4.515, -1.148)
H (-3.024, -5.156, 0.414)
H (-2.677, -3.406, 0.286)
H (-2.675, 1.385, 1.671)
H (-2.669, 2.506, 3.104)
H (-1.167, 2.218, 2.111)
H (-3.124, -0.884, 2.315)
H (-2.571, -1.501, 3.882)
H (-3.816, -0.202, 3.880)
H (-0.733, 1.788, 4.802)
H (-2.448, 1.384, 5.289)
H (-1.185, 0.106, 5.484)
O (-5.398, -1.705, -3.149)
C (-4.644, -0.995, -2.542)
C (-4.067, -1.163, -1.137)
O (-4.346, -1.875, -0.172)
C (-2.885, -0.293, -1.150)
C (-2.715, 0.485, -2.374)
O (-1.620, 1.063, -2.725)
C (-3.975, 0.336, -3.115)
O (-4.453, 1.011, -4.024)
O (-1.995, -0.247, -0.223)
Se (1.740, -0.020, -3.551)
Se (3.842, 0.795, -2.808)
C (3.209, 2.569, -2.991)
C (4.058, 3.257, -3.864)
C (3.874, 4.601, -4.130)
C (2.753, 5.167, -3.479)
C (1.847, 4.392, -2.708)
N (2.115, 3.084, -2.438)
C (1.646, -1.614, -2.497)
C (2.723, -2.479, -2.745)
C (2.808, -3.673, -1.986)
C (1.969, -3.865, -0.914)
C (0.781, -2.955, -0.722)
N (0.764, -1.711, -1.528)
H (4.982, 2.771, -4.239)
H (4.564, 5.090, -4.782)
H (2.529, 6.245, -3.630)
H (0.902, 4.788, -2.361)
H (3.514, -2.208, -3.489)
H (3.624, -4.418, -2.210)
H (2.016, -4.788, -0.359)
H (0.800, -2.625, 0.338)
F (0.971, 4.114, 2.088)
C (1.480, 2.842, 1.930)
F (2.669, 2.930, 1.281)
F (1.742, 2.322, 3.209)
N (-3.321, 5.985, -0.112)
C (-3.727, 5.316, -1.186)
N (-4.843, 5.747, -1.858)
N (-3.199, 4.158, -1.548)
C (-2.211, 3.644, -0.896)
N (-1.368, 3.012, -0.301)
H (-3.782, 6.835, 0.205)
H (-2.548, 5.646, 0.440)
H (-5.187, 6.683, -1.702)
H (-5.201, 5.317, -2.697)

Calculated values
LUMO energy (alpha / beta)	1.56 / 0.59	eV
<S²>	0.7520
net charge	-1
2S+1	2



Entry 8:
DFT (ωB97M-V/def2-TZVPD) results for C12Cl10Mn as an isolated structure at a distorted geometry.

Atoms and positions in Å:
Mn (0.173, 0.087, 0.232)
Cl (-0.475, 2.175, 0.484)
C (0.085, 2.154, -1.195)
C (0.233, 0.830, -1.584)
C (0.601, 0.551, -2.892)
Cl (0.795, -1.058, -3.400)
C (0.804, 1.630, -3.771)
Cl (1.226, 1.316, -5.385)
C (0.674, 2.960, -3.327)
Cl (0.951, 4.244, -4.386)
C (0.306, 3.246, -1.988)
Cl (0.126, 4.829, -1.406)
Cl (1.304, -1.759, 0.628)
C (-0.373, -2.298, 0.810)
C (-1.201, -1.314, 0.286)
C (-2.570, -1.537, 0.253)
Cl (-3.612, -0.352, -0.375)
C (-3.059, -2.758, 0.750)
Cl (-4.726, -3.067, 0.695)
C (-2.186, -3.717, 1.301)
Cl (-2.791, -5.165, 1.921)
C (-0.788, -3.487, 1.344)
Cl (0.306, -4.612, 1.987)

Calculated values
LUMO energy (alpha / beta)	-11.25 / -9.33	eV
<S²>	4.2237
net charge	+2
2S+1	4



Entry 9:
DFT (ωB97M-V/def2-TZVPD) results for C21H27N4SbSe4SiY as an isolated structure.

Atoms and positions in Å:
Y (-0.204, 0.587, -0.217)
C (2.261, 1.982, 1.516)
N (1.836, 0.589, 1.396)
C (2.892, -0.245, 0.821)
C (3.201, 0.130, -0.598)
C (4.497, 0.097, -1.095)
C (4.696, 0.375, -2.437)
C (3.602, 0.689, -3.225)
C (2.348, 0.731, -2.639)
N (2.152, 0.452, -1.350)
C (1.465, 0.065, 2.716)
C (0.588, -1.136, 2.598)
C (0.902, -2.375, 3.130)
C (-0.025, -3.399, 3.009)
C (-1.219, -3.148, 2.355)
C (-1.426, -1.894, 1.802)
N (-0.539, -0.907, 1.924)
C (1.118, 2.821, 1.997)
C (1.289, 3.905, 2.841)
C (0.184, 4.679, 3.158)
C (-1.048, 4.341, 2.629)
C (-1.138, 3.232, 1.800)
N (-0.073, 2.490, 1.495)
H (3.124, 2.086, 2.192)
H (2.546, 2.341, 0.522)
H (3.807, -0.212, 1.431)
H (2.530, -1.281, 0.822)
H (5.322, -0.149, -0.440)
H (5.693, 0.350, -2.859)
H (3.708, 0.916, -4.276)
H (1.467, 1.001, -3.203)
H (2.352, -0.125, 3.337)
H (0.879, 0.835, 3.218)
H (1.851, -2.526, 3.630)
H (0.189, -4.381, 3.411)
H (-1.969, -3.915, 2.227)
H (-2.313, -1.658, 1.226)
H (2.273, 4.141, 3.228)
H (0.288, 5.539, 3.807)
H (-1.933, 4.925, 2.839)
H (-2.068, 2.925, 1.334)
Se (-3.038, 2.839, -4.029)
Sb (-1.513, 1.579, -2.658)
Se (0.252, -2.133, -1.165)
Se (-2.856, 1.006, -0.397)
Se (0.155, 3.214, -1.600)
C (-2.000, -2.276, -3.806)
Si (-1.547, -3.096, -2.175)
C (-1.024, -4.891, -2.535)
C (-3.142, -3.175, -1.160)
H (-2.639, -2.942, -4.395)
H (-1.109, -2.044, -4.391)
H (-2.552, -1.345, -3.655)
H (-1.833, -5.457, -3.007)
H (-0.744, -5.398, -1.609)
H (-0.159, -4.909, -3.201)
H (-3.051, -3.839, -0.297)
H (-3.933, -3.563, -1.810)
H (-3.455, -2.179, -0.836)

Calculated values
LUMO energy	2.03	eV
net charge	-1
ΔE to the lowest compared entry with this formula, charge and spin	0.0	kJ/mol